Record 1
Density functional theory data (wB97M-V/def2-TZVPD) for C2H3NOS in the gas phase at a distorted geometry.

Geometry as XYZ:
```
8
Properties=species:S:1:pos:R:3:forces:R:3
S -1.47794 -0.36908 0.11290 0.2 -1.0 0.0
O -4.24107 -0.37691 0.07377 0.3 0.5 0.0
N 0.23929 0.22256 0.18772 -2.9 1.9 0.0
C -3.48092 0.49845 -0.00888 2.2 -1.0 0.2
C 1.19242 -0.57139 0.08566 0.4 -0.5 -0.1
H 1.15254 -1.64527 -0.05467 -0.2 -0.3 -0.1
H -3.52289 1.56030 -0.17487 -0.2 0.5 0.0
H 2.16836 -0.09977 0.14941 0.2 -0.1 0.0
```
Forces are in eV/Å.

SMILES ... C=NSC=O
F_max ... 0.067 hartree/bohr
Highest occupied orbital energy ... -8.9 eV

Record 2
Density functional theory data (wB97M-V/def2-TZVPD) for a molecular structure, C15H29Br10Cl3O4Sr3 at a distorted geometry.

Geometry as XYZ:
```
64
Properties=species:S:1:pos:R:3:forces:R:3
Sr -7.06716 -18.69966 -9.35700 0.3 -0.9 2.4
Sr -4.21567 -16.10296 -9.48642 2.7 -1.9 1.2
Sr -4.18792 -21.77422 -8.87015 1.9 0.6 0.2
Br -1.91353 -16.00969 -5.68270 -0.1 0.0 -0.1
Br -9.77271 -20.01623 -8.22833 -0.4 -0.3 -0.7
Br -9.80949 -21.15665 -3.81250 -0.2 -0.2 0.2
Br -6.65766 -13.06864 -6.42411 0.2 0.1 0.0
Br -6.26463 -20.81450 -3.67713 0.1 -0.4 0.4
Br -2.97953 -22.80139 -1.79837 -0.2 -0.1 0.0
Br -2.23086 -23.11734 -6.31739 -0.2 0.1 -0.4
Br -6.23931 -18.89391 0.50345 -0.1 0.0 -0.1
Br -1.83452 -19.63750 -2.89033 0.1 0.1 0.3
Br -8.94691 -16.97183 -7.25210 -0.1 0.1 0.0
Cl -8.22257 -23.95551 -8.34192 0.0 0.0 0.0
Cl -5.64206 -24.22379 -7.03960 0.3 0.1 -0.1
Cl -8.04501 -24.07008 -5.42187 0.1 -0.1 -0.2
O -6.09512 -20.53043 -7.77952 0.8 1.7 -2.1
O -5.53732 -17.59400 -7.78929 -0.5 0.3 -1.9
O -2.14931 -20.72651 -9.86598 -1.5 -0.6 0.0
O -2.38265 -17.65074 -9.66987 -2.9 1.2 0.5
C -4.88841 -18.38691 -6.81625 0.7 0.1 -0.8
C -10.27153 -20.94702 -6.57668 0.8 -0.8 0.6
C -5.70397 -19.62370 -1.20646 1.0 -0.5 0.3
C -1.56144 -19.92775 -8.91443 -1.7 -1.5 1.1
C -6.80572 -20.42440 -1.83124 -0.6 1.2 -0.4
C -5.39997 -19.81151 -6.71451 -1.5 -2.2 0.5
C -8.46420 -15.17131 -6.68912 -0.1 0.8 -0.4
C -1.92960 -17.83653 -4.99040 -0.1 0.1 0.4
C -1.47333 -17.85259 -3.53771 -0.2 0.3 -0.9
C -3.04050 -22.61762 -4.62130 -0.5 0.8 0.3
C -9.60310 -20.20124 -5.46083 -0.6 0.3 -0.1
C -7.26601 -23.55130 -6.90619 -0.7 0.2 0.2
C -1.38473 -18.46082 -9.14408 1.5 1.2 -0.7
C -7.01086 -14.89003 -6.93989 0.3 -0.5 0.5
C -2.17114 -23.13334 -3.52262 0.8 -0.1 0.3
H -6.71666 -15.01239 -7.98048 -0.3 0.1 -0.2
H -7.66702 -19.77540 -1.97760 -0.1 -0.1 0.1
H -5.01461 -17.95771 -5.81258 0.0 0.1 -0.1
H -2.20123 -20.05711 -7.96848 0.1 0.4 0.3
H -11.34705 -20.99742 -6.54379 -0.3 0.2 -0.1
H -6.39143 -15.56600 -6.35166 0.1 0.2 0.0
H -1.91932 -24.18611 -3.59897 -0.4 -0.1 0.0
H -1.22294 -22.60268 -3.49263 0.0 0.1 -0.1
H -4.07982 -22.93232 -4.56257 0.1 -0.5 -0.2
H -5.35605 -18.81511 -1.83677 -0.4 0.3 -0.1
H -3.07238 -21.52735 -4.58662 0.2 -0.1 -0.2
H -0.58645 -20.30610 -8.56641 0.1 0.1 -0.2
H -6.13644 -19.89309 -5.90563 0.4 0.4 0.0
H -7.13389 -21.30428 -1.30117 0.3 -0.4 0.0
H -4.58433 -20.49465 -6.41497 0.3 0.4 0.3
H -0.42327 -17.60794 -3.44100 0.1 -0.2 0.1
H -3.80447 -18.42541 -7.01985 -0.2 0.2 -0.1
H -10.11422 -19.26353 -5.30043 0.3 0.4 0.0
H -9.84251 -21.94733 -6.59625 -0.2 0.0 -0.5
H -0.52621 -18.37707 -9.83412 0.0 -0.1 0.1
H -1.00194 -18.07511 -8.17692 -0.2 0.1 -0.1
H -2.06384 -17.14025 -2.97277 0.0 -0.1 0.3
H -1.32029 -18.43536 -5.65576 0.2 0.0 0.0
H -8.70604 -15.05769 -5.63955 0.0 -0.3 0.2
H -9.08685 -14.46119 -7.23090 -0.1 -0.3 -0.1
H -4.81364 -20.22432 -1.02415 -0.1 -0.1 0.1
H -7.21087 -22.47176 -6.87112 0.3 0.1 -0.1
H -2.95812 -18.16965 -5.04236 0.0 0.0 0.0
H -8.55843 -20.09433 -5.72086 0.3 0.2 0.4
```
Forces are in eV/Å.

F_max ... 0.068 hartree/bohr
Total charge ... +2
Highest occupied orbital energy ... -12.2 eV

Record 3
Density functional theory data (wB97M-V/def2-TZVPD) for C3H4O4 in the gas phase at a distorted geometry.

Geometry as XYZ:
```
11
Properties=species:S:1:pos:R:3:forces:R:3
O -1.27491 0.99515 -0.19883 0.3 2.4 2.3
O -0.39938 -1.09991 -0.37277 1.5 0.7 1.1
O 0.87728 0.62927 0.61790 0.5 -0.6 0.7
O 1.77011 -1.38206 -0.00801 1.1 0.4 1.0
C -1.14960 -0.08786 -1.00079 -2.7 -1.2 1.0
C 0.86383 -0.65442 0.15592 -2.8 -0.3 -2.1
C -0.31934 1.32610 0.86869 -3.1 0.9 -1.7
H -0.23393 2.44197 0.51913 0.8 -1.9 1.9
H -0.91973 1.13361 1.93849 2.2 0.4 -2.7
H -0.69635 0.17977 -1.96393 -0.3 -0.3 -0.1
H -2.30410 -0.39783 -0.94291 2.6 -0.3 -1.5
```
Forces are in eV/Å.

SMILES ... O=C1OCOCO1
F_max ... 0.071 hartree/bohr
Highest occupied orbital energy ... -10.2 eV

Record 4
Density functional theory data (wB97M-V/def2-TZVPD) for CHF3O2S in the gas phase at a distorted geometry.

Geometry as XYZ:
```
8
Properties=species:S:1:pos:R:3:forces:R:3
S -0.66175 0.05725 0.66920 1.8 1.5 -0.2
F -1.81502 -0.67580 -1.62289 0.9 0.3 0.5
F -0.70067 -2.10427 -0.49491 0.5 -2.4 0.1
F -2.72688 -1.38037 0.10075 -0.4 -1.2 1.5
O -1.26828 1.32358 0.57613 -0.7 1.0 -0.7
O -0.44852 -0.54130 1.91368 -0.2 -1.6 2.3
C -1.53910 -1.14160 -0.36286 -0.9 2.5 -2.7
H 0.64626 0.07342 0.19343 -1.0 0.0 -0.8
```
Forces are in eV/Å.

SMILES ... O=[SH](=O)C(F)(F)F
F_max ... 0.074 hartree/bohr
Highest occupied orbital energy ... -12.1 eV

Record 5
Density functional theory data (wB97M-V/def2-TZVPD) for a molecular structure, C3H3N4 at a distorted geometry.

Geometry as XYZ:
```
10
Properties=species:S:1:pos:R:3:forces:R:3
N 2.28988 1.40772 0.34222 -1.1 -1.2 -0.7
N -0.71790 -1.61941 0.28553 -1.2 -0.4 0.1
N 0.49953 -1.71557 0.11035 2.1 -0.8 0.1
N -1.36450 0.61929 0.47396 0.1 0.4 -1.3
C 0.74485 -0.44646 -0.66171 -0.7 1.5 1.5
C -0.71542 -0.29343 -0.16281 -0.5 0.7 0.9
C 1.62198 0.57395 -0.11326 1.3 1.1 1.3
H 1.05139 -0.54365 -1.65286 -0.4 -0.8 -2.0
H -1.41434 1.57470 0.14135 0.7 0.3 0.1
H -1.99548 0.44287 1.23723 -0.5 -0.7 0.2
```
Forces are in eV/Å.

F_max ... 0.045 hartree/bohr
Total charge ... +1
Highest occupied orbital energy ... -16.6 eV

Record 6
Density functional theory data (wB97M-V/def2-TZVPD) for 2 unconnected molecules or ions with the total composition C10H13N2O at a distorted geometry.

Geometry as XYZ:
```
26
Properties=species:S:1:pos:R:3:forces:R:3
O 3.47240 -1.07705 -0.32927 0.8 -0.9 0.0
N -0.65157 -0.37973 -0.00926 -1.1 0.3 -0.7
N -3.24845 0.33355 -0.73374 -0.3 -0.3 -0.2
C -1.37884 -2.69557 -0.41713 -0.1 1.8 -1.2
C 1.02913 -1.95774 -0.47625 5.5 2.5 1.8
C 1.62183 0.49184 0.15028 1.4 -0.4 0.3
C -0.30539 1.88085 0.55752 -1.2 0.2 0.1
C 2.42567 1.56858 0.63910 2.6 -1.2 -1.9
C 1.89338 2.74142 1.08217 1.3 -1.8 -0.1
C 0.52705 2.83616 1.03856 -1.0 -0.2 0.2
C -0.24801 -1.66692 -0.30675 -3.2 1.1 0.7
C 2.21064 -0.78672 -0.13628 -5.0 -3.7 -2.4
C 0.21324 0.65975 0.13718 0.0 -1.5 0.6
H -1.72820 -0.07845 -0.00949 1.7 -1.3 -0.3
H -3.77195 -0.30123 -1.35985 1.0 0.6 -0.1
H 1.35752 -2.98688 -0.41844 0.2 0.0 -0.5
H -4.00708 0.73500 -0.21443 -0.2 0.5 0.6
H -1.40541 2.01651 0.69098 1.1 -0.2 -0.3
H 0.04784 3.60221 1.54960 -0.6 1.7 0.6
H 2.52580 3.40404 1.60744 0.4 1.0 0.1
H 3.78712 -2.02836 -0.61665 -1.7 2.5 0.9
H 3.55602 1.34039 0.43898 -2.1 0.9 1.1
H -0.99888 -3.63453 -0.70446 0.4 -1.4 0.4
H -2.00389 -2.45229 -1.27799 0.2 0.4 -0.4
H -2.76803 1.09851 -1.21891 -0.7 -0.5 -0.4
H -2.15191 -2.66333 0.33710 0.5 -0.3 0.9
```
Forces are in eV/Å.

F_max ... 0.129 hartree/bohr
Total charge ... +1
Highest occupied orbital energy ... -12.3 eV

Number 1: frontier orbital gap 8.72 eV. Number 2: frontier orbital gap 4.48 eV. Number 3: frontier orbital gap 10.87 eV. Number 4: frontier orbital gap 12.37 eV. Number 5: frontier orbital gap 9.38 eV. Number 6: frontier orbital gap 8.15 eV.